One molecule with the formula C4H7NO2 in a non-equilibrium geometry, computed with ωB97M-V with the def2-TZVPD basis set.

Values from the calculation:
Max |F|, eV/Å: 3.3
E_LUMO, eV: 0.82
HOMO-LUMO gap, eV: 10.0
Structure (SMILES): O[C@@H]1CN=COC1

Structure (XYZ):
```
14
C4H7NO2 ωB97M-V with the def2-TZVPD basis set
O -1.051 -0.573 1.253
C -0.942 0.093 -0.001
C -0.158 1.400 0.235
O 1.225 1.153 0.521
C 1.714 -0.035 0.102
N 1.160 -0.937 -0.611
C -0.244 -0.874 -0.945
H -0.241 -1.096 1.357
H -1.954 0.348 -0.321
H -0.219 2.103 -0.604
H -0.562 1.879 1.135
H 2.728 -0.167 0.501
H -0.642 -1.324 -1.853
H -0.814 -1.971 -0.771
```